# 1
The following is a DFT calculation (the ωB97M-V functional and the def2-TZVPD basis) of a structure of composition C27H32ClGaN2O3SeSi2.

Results
HOMO energy: -7.544 eV
Frontier orbital gap: 7.885 eV
Maximum force: 0.014 hartree/bohr

Geometry as XYZ:
```
69
C27H32ClGaN2O3SeSi2 the ωB97M-V functional and the def2-TZVPD basis
Ga -0.04 -0.16 0.55
C -1.87 3.03 0.39
Si -1.51 1.42 -0.58
C -1.43 1.92 -2.42
C -3.07 0.30 -0.48
C -4.30 0.92 -0.70
C -5.49 0.21 -0.69
C -5.47 -1.16 -0.47
C -4.25 -1.79 -0.24
C -3.04 -1.08 -0.22
Si -1.47 -2.07 0.22
C -1.94 -3.28 1.61
C -0.94 -2.97 -1.37
H -2.91 3.35 0.32
H -1.24 3.84 0.02
H -1.64 2.89 1.45
H -2.44 1.99 -2.83
H -0.89 1.19 -3.03
H -0.96 2.91 -2.55
H -4.33 1.99 -0.88
H -6.43 0.72 -0.86
H -6.38 -1.73 -0.48
H -4.24 -2.86 -0.06
H -2.35 -4.21 1.20
H -2.69 -2.84 2.26
H -1.07 -3.54 2.22
H -1.74 -3.58 -1.78
H -0.07 -3.60 -1.20
H -0.66 -2.22 -2.11
C -0.79 -1.11 6.17
C -1.75 -0.34 5.30
C -2.90 0.19 5.88
C -3.86 0.85 5.12
Cl -5.23 1.55 5.89
C -3.72 0.92 3.74
C -2.58 0.42 3.16
C -1.57 -0.16 3.93
O -0.42 -0.55 3.26
C 0.81 -0.14 3.82
C 1.73 0.58 2.81
O 2.78 1.02 3.23
O 1.33 0.66 1.58
H -1.36 -1.67 6.92
H -0.11 -0.45 6.69
H -0.21 -1.83 5.58
H -3.05 0.09 6.94
H -4.48 1.38 3.13
H -2.45 0.45 2.09
H 1.37 -1.01 4.17
H 0.66 0.54 4.65
C 4.50 0.61 0.09
N 3.56 1.46 -0.61
C 2.45 1.06 -1.24
Se 1.85 -0.66 -1.51
N 1.84 2.16 -1.74
C 2.57 3.29 -1.42
C 2.40 4.63 -1.72
C 3.36 5.51 -1.24
C 4.43 5.06 -0.47
C 4.60 3.72 -0.17
C 3.66 2.84 -0.68
H 4.16 -0.42 0.02
H 4.54 0.90 1.14
H 5.49 0.70 -0.35
H 0.96 2.12 -2.23
H 1.56 4.98 -2.31
H 3.28 6.56 -1.48
H 5.15 5.79 -0.10
H 5.43 3.37 0.44
```

# 2
The following is a DFT calculation (the ωB97M-V functional and the def2-TZVPD basis) of a structure of composition C27H32DyN3O3 in a non-equilibrium geometry.

Results
⟨S²⟩: 9.328
HOMO energy (alpha / beta): -7.746 / -7.779 eV
Spin multiplicity: 6
Frontier orbital gap (alpha / beta): 7.886 / 7.932 eV
Maximum force: 0.024 hartree/bohr
Energy above the lowest of the compared OMol25 structures with the same formula, charge and spin: 8.6 kcal/mol

Geometry as XYZ:
```
66
C27H32DyN3O3 the ωB97M-V functional and the def2-TZVPD basis
Dy 0.00 0.05 -0.12
C 3.44 0.55 0.15
N 2.53 0.48 -1.01
C 2.62 1.75 -1.77
C 1.53 2.79 -1.48
C 1.34 3.23 -0.03
N 0.92 2.11 0.82
C 0.75 2.34 2.07
C 0.53 1.36 3.10
C 0.21 1.81 4.40
C 0.07 0.95 5.45
C 0.25 -0.42 5.23
C 0.57 -0.90 3.99
C 0.73 -0.04 2.88
O 1.12 -0.50 1.73
C 2.99 -0.65 -1.85
C 1.91 -1.23 -2.77
C 1.15 -2.42 -2.16
N 0.04 -2.01 -1.29
C -0.85 -2.91 -1.08
C -2.00 -2.89 -0.21
C -2.86 -4.00 -0.30
C -3.96 -4.16 0.50
C -4.23 -3.19 1.47
C -3.43 -2.08 1.59
C -2.29 -1.88 0.77
O -1.57 -0.82 0.96
H 4.48 0.61 -0.19
H 3.30 -0.33 0.78
H 3.21 1.42 0.75
H 2.54 1.53 -2.83
H 3.61 2.19 -1.60
H 0.58 2.41 -1.84
H 1.78 3.68 -2.07
H 0.58 4.02 -0.01
H 2.26 3.67 0.37
H 0.82 3.38 2.44
H 0.08 2.88 4.55
H -0.17 1.32 6.44
H 0.14 -1.11 6.06
H 0.73 -1.96 3.83
H 3.35 -1.44 -1.20
H 3.84 -0.32 -2.46
H 2.39 -1.60 -3.68
H 1.19 -0.45 -3.06
H 1.84 -3.02 -1.56
H 0.77 -3.06 -2.96
H -0.74 -3.86 -1.60
H -2.64 -4.75 -1.05
H -4.60 -5.03 0.40
H -5.08 -3.31 2.14
H -3.62 -1.32 2.33
O 1.47 -3.14 1.06
H 0.69 -3.58 1.41
H 1.45 -2.24 1.45
C -2.94 3.10 -3.34
C -2.16 2.08 -3.87
C -1.45 1.24 -3.02
C -1.45 1.35 -1.62
C -2.28 2.39 -1.14
C -3.01 3.23 -1.96
H -3.50 3.76 -3.99
H -2.10 1.94 -4.94
H -0.85 0.46 -3.50
H -2.37 2.54 -0.06
H -3.64 4.00 -1.53
```

# 3
The following is a DFT calculation (the ωB97M-V functional and the def2-TZVPD basis) of a cluster of 2 separate species, C27H32F13I2N2O10P in total in a non-equilibrium geometry.

Results
HOMO energy: -5.947 eV
Frontier orbital gap: 3.271 eV
Maximum force: 0.238 hartree/bohr

Geometry as XYZ:
```
87
C27H32F13I2N2O10P the ωB97M-V functional and the def2-TZVPD basis
C -1.82 2.62 -0.73
C -2.72 1.53 -0.25
C -2.30 0.09 0.39
C -3.34 -0.25 1.62
C -3.55 0.95 2.71
C -5.11 1.33 3.05
C -5.57 2.82 2.44
O -4.75 3.91 2.98
C -0.76 0.05 1.05
P -0.17 1.44 2.17
O 0.57 2.79 1.38
O 0.83 0.72 3.40
C 0.25 -0.63 -0.11
C 1.55 0.32 -0.38
C 2.73 -0.34 -1.33
C 4.14 0.55 -1.35
F 4.41 1.01 -2.73
F 3.84 1.81 -0.57
C 5.40 -0.15 -0.57
F 6.33 0.99 -0.26
F 4.81 -0.73 0.70
C 6.12 -1.40 -1.34
F 5.14 -2.55 -1.34
F 6.36 -1.15 -2.81
C 7.61 -1.82 -0.77
F 8.59 -0.72 -1.03
F 8.06 -2.91 -1.72
C 7.68 -2.49 0.70
F 6.60 -3.50 1.00
F 8.95 -3.32 0.69
C 7.79 -1.53 1.99
F 6.57 -1.54 2.89
F 8.89 -2.08 2.87
F 8.12 -0.11 1.78
N -0.60 -1.11 -1.32
C -0.05 -2.46 -1.79
C 0.80 -2.43 -3.19
O 2.07 -2.92 -3.12
O 0.32 -2.07 -4.52
C 1.02 -0.96 -5.14
C 0.10 0.02 -6.14
O 2.31 -0.63 -5.06
O -0.35 -0.08 -2.14
C -1.39 0.23 -3.09
N -2.41 0.28 -3.94
C -1.99 -1.20 -0.64
C -3.23 -1.94 -1.41
I -5.05 -0.81 -1.74
C -3.60 -3.45 -0.80
C -4.04 -3.45 0.77
I -5.44 -4.05 -1.93
H -1.06 2.57 -1.61
H -1.84 3.63 -0.10
H -3.89 1.76 -0.31
H -2.99 -1.22 2.22
H -4.44 -0.54 1.24
H -2.99 1.95 2.48
H -3.09 0.55 3.74
H -5.90 0.50 2.79
H -5.17 1.46 4.23
H -5.50 2.86 1.28
H -6.69 3.04 2.78
H -5.28 4.76 2.78
H -0.88 -0.85 1.82
H 0.15 3.64 1.71
H 0.57 -0.24 3.58
H 0.73 -1.48 0.57
H 2.08 0.46 0.68
H 1.31 1.40 -0.76
H 2.87 -1.44 -0.98
H 2.32 -0.24 -2.45
H -0.91 -3.27 -1.97
H 0.64 -2.99 -0.97
H -0.85 -0.57 -6.50
H 0.82 0.35 -7.00
H -0.15 0.97 -5.49
H -1.72 -2.02 0.18
H -2.81 -2.19 -2.50
H -2.77 -4.22 -1.10
H -3.06 -3.24 1.40
H -4.36 -4.57 1.04
H -4.95 -2.78 1.05
C -4.25 6.53 4.71
O -3.20 6.04 4.23
O -3.98 7.21 5.82
O -5.44 6.48 4.33
H -3.03 7.00 5.75
```

# 4
The following is a DFT calculation (the ωB97M-V functional and the def2-TZVPD basis) of a structure of composition C27H32N4O4S2Sc in a non-equilibrium geometry.

Results
HOMO energy (alpha / beta): -9.854 / -9.854 eV
Total charge: +1
Frontier orbital gap (alpha / beta): 6.248 / 6.249 eV
Maximum force: 0.028 hartree/bohr
Energy above the lowest of the compared OMol25 structures with the same formula, charge and spin: 11.0 kcal/mol

Geometry as XYZ:
```
70
C27H32N4O4S2Sc the ωB97M-V functional and the def2-TZVPD basis
Sc -0.75 -0.57 0.08
C 1.75 -2.19 1.46
C 0.87 -1.89 2.67
O -0.08 -0.89 2.33
C -0.99 -0.61 3.39
C -2.18 0.10 2.78
O -2.53 -0.50 1.53
C -3.41 -1.63 1.52
C -2.62 -2.92 1.53
O -1.55 -2.75 0.60
C -0.71 -3.91 0.51
C 0.53 -3.49 -0.23
O 0.98 -2.22 0.24
H 2.23 -3.16 1.60
H 2.50 -1.42 1.32
H 1.50 -1.55 3.50
H 0.32 -2.78 3.00
H -0.51 0.04 4.14
H -1.28 -1.54 3.88
H -1.94 1.14 2.55
H -3.03 0.07 3.46
H -3.99 -1.54 0.61
H -4.09 -1.58 2.38
H -3.26 -3.75 1.22
H -2.20 -3.14 2.52
H -1.25 -4.70 -0.03
H -0.50 -4.26 1.53
H 0.28 -3.34 -1.29
H 1.32 -4.24 -0.18
S -1.69 1.72 -0.45
C -0.80 1.39 -1.91
N -0.02 2.29 -2.55
N 0.19 3.37 -1.93
C 1.00 4.41 -2.44
C 1.27 5.47 -1.59
C 2.06 6.51 -2.05
C 2.57 6.48 -3.34
C 2.29 5.40 -4.18
C 1.50 4.36 -3.74
N -0.77 0.23 -2.57
N -1.27 -0.81 -1.97
C -1.29 -2.00 -2.75
C -2.25 -2.95 -2.45
C -2.25 -4.16 -3.13
C -1.29 -4.42 -4.10
C -0.34 -3.45 -4.40
C -0.33 -2.24 -3.73
H -0.21 3.46 -0.99
H 0.87 5.48 -0.59
H 2.28 7.35 -1.40
H 3.18 7.29 -3.70
H 2.68 5.38 -5.18
H 1.27 3.51 -4.37
H -3.01 -2.73 -1.71
H -3.02 -4.90 -2.91
H -1.29 -5.36 -4.63
H 0.41 -3.65 -5.16
H 0.41 -1.48 -3.95
S 1.50 0.72 0.09
C 1.69 1.42 1.70
C 2.84 1.13 2.44
C 3.01 1.65 3.72
C 2.05 2.47 4.28
C 0.91 2.78 3.55
C 0.73 2.27 2.27
H 3.61 0.51 2.00
H 3.92 1.42 4.27
H 2.19 2.88 5.27
H 0.16 3.45 3.96
H -0.14 2.53 1.70
```

- What is the maximum force in the third record?
  0.238 hartree/bohr